The following is a DFT calculation (ωB97M-V/def2-TZVPD) of 3 unconnected molecules or ions with the total composition C7H15NO.

Each line ends with the Löwdin charge.
Atoms and positions in Å:
C1 0.37 -0.23 -0.28  -0.46
C2 -0.08 1.08 -2.48  -0.14
C3 -0.16 1.03 -0.19  -0.03
C4 -0.47 -1.43 -0.60  -0.06
C5 1.85 -0.44 -0.37  -0.07
C6 -1.29 -0.20 2.72  -0.10
C7 0.06 0.09 2.14  -0.27
O1 -0.99 0.26 -3.15  -0.10
N1 1.06 0.28 2.88  0.08
H1 -1.88 0.59 -2.98  0.09
H2 1.92 0.51 2.37  0.03
H3 -0.31 2.14 -2.53  0.06
H4 0.93 0.85 -2.82  0.07
H5 0.50 1.87 -0.01  0.09
H6 -1.22 1.18 -0.06  0.09
H7 2.12 -0.93 -1.31  0.09
H8 -0.12 -2.30 -0.05  0.09
H9 -0.39 -1.66 -1.67  0.08
H10 -1.52 -1.26 -0.36  0.08
H11 2.17 -1.10 0.44  0.08
H12 2.41 0.49 -0.29  0.08
H13 -1.71 -1.11 2.27  0.06
H14 -1.25 -0.34 3.81  0.07
H15 -1.99 0.61 2.50  0.07

Computed properties:
HOMO level (alpha / beta), eV: -6.23 / -6.45
Relative energy (zero: lowest compared OMol25 entry of this formula, charge and spin), kcal per mole: 149.42
Kohn-Sham gap (alpha / beta), eV: 6.886 / 7.124
E_tot, Ha: -405.499199

***

The following is a DFT calculation (ωB97M-V/def2-TZVPD) of 2 unconnected molecules or ions with the total composition C6H14N2O2.

Each line ends with the Löwdin charge.
Atoms and positions in Å:
O1 1.72 -2.64 3.82  0.05
C1 0.57 -2.73 3.49  -0.64
N1 0.02 -1.77 2.81  0.01
C2 -0.23 -3.96 3.91  0.00
C3 0.69 -0.45 2.46  -0.04
H1 -0.99 -1.80 2.67  0.14
H2 -1.10 -4.14 3.24  0.07
H3 -0.58 -4.00 4.95  0.09
H4 0.50 -4.76 3.75  0.09
H5 1.45 -0.18 3.21  0.08
H6 -0.03 0.38 2.38  0.08
H7 1.19 -0.58 1.49  0.08
O2 1.37 1.97 -3.14  0.01
C4 0.15 1.70 -3.11  -0.55
N2 -0.74 2.72 -3.08  -0.01
C5 -0.24 0.28 -3.41  -0.01
C6 -0.31 4.12 -3.04  -0.08
H8 -1.74 2.59 -2.89  0.14
H9 0.33 -0.13 -4.26  0.09
H10 -1.30 0.33 -3.70  0.07
H11 -0.14 -0.40 -2.55  0.08
H12 0.41 4.18 -2.21  0.09
H13 -1.17 4.78 -2.81  0.08
H14 0.18 4.49 -3.96  0.09

Computed properties:
HOMO level, eV: -9.49
Relative energy (zero: lowest compared OMol25 entry of this formula, charge and spin), kcal per mole: 29.77
Kohn-Sham gap, eV: 10.053
E_tot, Ha: -497.010090
SMILES: CNC(C)=O.CNC(C)=O